ORCA calculation (ωB97M-V/def2-TZVPD) on 2 unconnected molecules or ions with the total composition C6H9O2.

As for the total charge: -1. The calculation puts the lowest unoccupied orbital energy at 2.39 eV. The spin multiplicity is 1. The HOMO energy is -3.91 eV. The relative energy (zero: lowest compared OMol25 entry of this formula, charge and spin) is 5.367 eV. As for the total energy: -10458.65106 eV.

Each line ends with the Löwdin charge.
Cartesian coordinates (Å):
O -2.181 -1.216 0.675  -0.1523
O -2.706 -0.019 -1.234  -0.1205
C -2.105 -0.199 -0.127  -0.7046
C 1.426 0.273 0.627  -0.3119
C 2.813 0.367 0.216  -0.1661
C -1.108 0.923 0.431  -0.1337
C 0.268 0.699 -0.251  -0.2108
C 3.336 -0.838 -0.143  -0.0873
H 4.264 -0.987 -0.635  0.0025
H -1.082 0.931 1.520  0.0822
H 0.197 -0.021 -1.131  0.1394
H -1.555 1.944 0.044  0.1204
H 0.603 1.618 -0.664  0.0746
H 1.355 -0.717 0.783  0.0553
H 3.401 0.818 -1.412  0.2323
H 1.296 0.733 1.642  0.1258
H 2.845 -1.789 -0.184  0.0547

Cartesian forces (eV/Å) of the 2 atoms listed first:
0.1495 1.7470 -1.7208
1.2837 -0.0154 1.7130



ORCA calculation (ωB97M-V/def2-TZVPD) on 6 unconnected molecules or ions with the total composition C26H21Cl3F40O5.

The calculation puts the lowest unoccupied orbital energy at 0.17 eV. The spin multiplicity is 1. The HOMO energy is -11.35 eV. Its SMILES is FC(F)C(F)(F)COC(F)(F)C(F)F.FC(F)C(F)(F)COC(F)(F)C(F)F.FC(F)C(F)(F)COC(F)(F)C(F)F.FC(F)C(F)(F)COC(F)(F)C(F)F.FC(F)C(F)(F)COC(F)(F)C(F)F.ClC(Cl)Cl. As for the total energy: -183804.33230 eV.

Each line ends with the Löwdin charge.
Cartesian coordinates (Å):
Cl 2.759 -3.002 1.575  0.4884
Cl 1.806 -0.268 1.011  0.6212
Cl 2.028 -2.243 -1.202  0.5564
F 0.537 -5.112 7.045  0.1211
F -2.165 -1.556 0.076  0.0910
F 5.558 -1.023 0.003  0.1216
F -0.776 -3.168 2.312  0.0708
F -0.364 2.541 -7.055  0.1489
F -0.004 -0.099 -1.539  0.0425
F -5.529 -0.921 2.664  0.0939
F 6.520 -0.395 -1.869  0.1471
F 2.019 4.255 -7.330  0.1235
F -2.686 -2.481 5.258  0.1375
F 1.219 -7.143 4.203  0.0868
F -8.052 -3.300 2.109  0.1228
F -1.580 2.246 -2.704  0.1081
F 5.599 1.548 -3.669  0.1700
F 3.498 1.059 -3.981  0.1413
F 1.285 1.652 -1.909  0.1137
F 1.490 5.614 1.030  0.1906
F 1.693 6.358 -1.562  0.1092
F 1.542 5.122 -5.406  0.0947
F -2.910 1.194 2.111  0.0969
F -2.522 -4.397 4.173  0.1607
F 7.493 0.856 0.630  0.0979
F -4.241 -4.266 -1.170  0.1523
F -0.426 6.230 -1.099  0.1180
F -1.171 0.833 0.811  0.0518
F -7.641 -1.648 0.914  0.1579
F -0.882 -6.249 5.806  0.0990
F 2.217 4.020 -0.168  0.1340
F -3.208 -4.166 0.709  0.1250
F -0.789 4.542 -7.034  0.1531
F 4.285 3.717 -4.966  0.1259
F 2.772 3.823 -3.413  0.1115
F -1.659 -2.975 -1.470  0.1002
F -1.030 -1.237 3.245  0.1257
F 2.645 -6.006 5.388  0.1420
F 5.485 1.736 0.859  0.1219
F -1.215 0.608 -4.127  0.1782
F -0.731 1.821 3.414  0.1239
F -1.719 3.613 2.849  0.1433
F -5.966 -2.651 3.891  0.0940
O 0.049 2.489 -4.101  0.0226
O -0.665 -3.434 5.181  0.0168
O 4.279 1.746 -1.937  0.0064
O -4.805 -2.651 0.378  0.0166
O 0.073 4.003 0.514  0.0191
C -5.919 -3.394 0.900  -0.0252
C -0.750 3.345 -4.920  -0.0406
C 0.261 3.180 1.689  -0.0251
C 0.324 -5.572 5.777  -0.4062
C 0.253 -4.442 4.754  -0.0726
C 3.989 3.358 -3.724  -0.3142
C 6.331 1.165 0.011  -0.3221
C 0.706 5.524 -1.198  -0.3088
C 1.321 4.066 -6.215  -0.3335
C -2.684 -2.413 -0.800  -0.2914
C -1.033 2.600 2.341  -0.4465
C 1.127 4.802 0.069  -0.5487
C -0.615 1.526 -3.380  -0.5036
C -1.574 -2.438 3.135  -0.3069
C -1.892 -3.236 4.432  -0.4456
C -6.479 -1.805 2.968  -0.3040
C 1.614 -1.964 0.553  -1.3636
C 5.763 -0.013 -0.850  -0.4726
C 1.464 -6.543 5.407  -0.3544
C 4.349 1.900 -3.357  -0.4897
C 4.396 0.391 -1.449  -0.0841
C -1.934 1.785 1.400  -0.2919
C -0.166 3.623 -6.319  -0.4789
C -7.041 -2.540 1.659  -0.4541
C -3.782 -3.390 -0.248  -0.4731
C 0.400 0.810 -2.435  -0.3159
H 0.914 0.130 -3.115  0.1577
H 3.757 0.333 -0.568  0.0647
H -2.482 2.356 0.650  0.1751
H 4.001 -0.423 -2.057  0.1105
H 4.703 3.931 -3.133  0.1725
H -2.545 -2.240 2.681  0.1554
H -7.275 -1.186 3.383  0.1656
H 0.551 4.877 -2.061  0.1607
H 6.539 1.964 -0.700  0.1601
H 0.877 3.729 2.401  0.1453
H 0.569 -2.238 0.700  -0.0106
H -3.085 -1.651 -1.469  0.1713
H -6.455 -3.986 0.157  0.1371
H 0.943 2.385 1.387  0.0941
H 0.082 -4.727 3.715  0.1375
H -5.556 -4.171 1.572  0.1372
H -1.794 3.034 -4.972  0.1495
H -0.885 4.308 -4.427  0.1415
H 1.223 -3.945 4.722  0.1433
H 1.520 -7.298 6.191  0.1693
H 1.856 3.264 -5.706  0.1402

Cartesian forces (eV/Å) of the 2 atoms listed first:
-1.2618 0.8102 -0.8276
-0.0096 -0.4620 -0.0239



ORCA calculation (ωB97M-V/def2-TZVPD) on 2 unconnected molecules or ions with the total composition C2HClO.

The calculation puts the lowest unoccupied orbital energy (spin up / spin down) at -1.08 / -1.04 eV. The spin multiplicity is 1. The HOMO energy (spin up / spin down) is -6.05 / -6.08 eV. The relative energy (zero: lowest compared OMol25 entry of this formula, charge and spin) is 8.520 eV. As for the total energy: -16650.15352 eV.

Each line ends with the Löwdin charge.
Cartesian coordinates (Å):
Cl 1.544 -2.330 1.206  0.4526
O -0.946 1.184 -0.521  -0.0522
C -0.150 0.875 0.319  -0.0083
C 0.791 -1.911 -0.175  -0.5934
H -1.240 2.182 -0.829  0.2013

Cartesian forces (eV/Å) of the 2 atoms listed first:
0.3650 -0.0677 0.7926
-2.3578 1.6497 -3.1230



ORCA calculation (ωB97M-V/def2-TZVPD) on C23H31N3O2S2 in the gas phase.

The calculation puts the lowest unoccupied orbital energy at 0.39 eV. The spin multiplicity is 1. The HOMO energy is -7.99 eV. The relative energy (zero: lowest compared OMol25 entry of this formula, charge and spin) is 0.000 eV. Its SMILES is Cc1ccc(NC(=S)Nc2ccc(C(C)C)cc2)cc1S(=O)(=O)N1CCCCCC1. As for the total energy: -54590.71182 eV.

Each line ends with the Löwdin charge.
Cartesian coordinates (Å):
S 0.937 -1.541 -0.996  0.6941
S 0.357 5.416 -0.249  0.5989
O 1.546 -2.331 -2.032  -0.2774
O 0.116 -2.222 -0.034  -0.2784
N -0.393 3.147 0.785  0.0563
N -0.581 3.372 -1.564  0.0512
N 2.095 -0.666 -0.189  -0.2500
C -0.761 1.112 2.008  -0.0207
C 2.173 -0.842 1.245  -0.2003
C -1.476 -0.046 2.238  -0.0242
C -2.615 -0.347 1.501  -0.2074
C -1.188 -2.070 -3.127  -0.0387
C -3.153 -2.534 0.473  -0.0563
C -4.822 -1.439 2.021  -0.0657
C -1.549 1.701 -3.002  -0.0070
C -3.046 0.579 0.559  -0.0083
C -1.171 2.004 1.023  -0.2610
C 2.901 0.302 1.950  -0.1766
C -1.703 0.382 -3.378  -0.0204
C 0.091 1.036 -1.384  0.0008
C -2.349 1.748 0.328  -0.0146
C -0.067 -0.273 -1.783  -0.1836
C -0.243 3.877 -0.345  -0.8866
C 3.263 -0.300 -0.964  -0.1987
C 4.608 -0.740 -0.384  -0.1662
C 4.410 0.080 2.038  -0.2076
C -3.339 -1.651 1.709  -0.3812
C -0.676 2.040 -1.970  -0.2583
C -0.987 -0.639 -2.759  -0.2438
C 5.133 0.202 0.699  -0.2058
H 3.120 -0.765 -1.941  0.1095
H 2.657 -1.795 1.502  0.1288
H 2.689 1.242 1.440  0.1154
H -2.880 -2.161 2.563  0.1335
H -3.608 -3.509 0.634  0.0802
H 5.326 -0.751 -1.206  0.1153
H -5.341 -0.999 1.174  0.0715
H 1.136 -0.904 1.578  0.0881
H 0.046 3.566 1.595  0.1254
H -2.091 -2.666 0.275  0.0500
H -1.348 -2.663 -2.229  0.0743
H 2.509 0.374 2.967  0.1096
H 3.275 0.790 -1.105  0.1233
H 5.055 1.231 0.338  0.1131
H -2.724 2.465 -0.385  0.1213
H 6.192 -0.007 0.864  0.1088
H -3.615 -2.074 -0.398  0.0797
H -1.138 -0.736 2.997  0.1189
H -5.293 -2.391 2.251  0.0770
H 0.126 1.330 2.585  0.1080
H -0.292 -2.461 -3.607  0.0833
H -3.945 0.393 -0.009  0.1167
H 4.595 -0.910 2.460  0.1138
H 4.529 -1.758 -0.002  0.1209
H -0.644 4.075 -2.289  0.1263
H 4.835 0.815 2.727  0.1095
H -2.121 2.476 -3.491  0.1187
H -2.403 0.134 -4.162  0.1155
H -2.036 -2.184 -3.798  0.0844
H 0.815 1.266 -0.621  0.1149
H -4.940 -0.779 2.878  0.0816

Cartesian forces (eV/Å) of the 2 atoms listed first:
0.1131 0.3055 0.0844
0.1815 0.4923 0.0356